ORCA calculation (ωB97M-V/def2-TZVPD) on a 2-piece molecular cluster, C35H40N7O3 overall in a non-equilibrium geometry.

Structure (XYZ):
```
85
Properties=species:S:1:pos:R:3:forces:R:3:mulliken_charge:R:1
C -1.39512 4.60437 3.03770 0.49 0.04 -0.04 -0.972
N -1.21084 3.16941 3.15108 -0.27 -1.35 0.09 0.284
C -2.29820 2.34432 3.32424 0.45 0.76 -0.05 0.316
O -3.45593 2.69459 3.39984 0.78 -0.38 0.01 -0.660
C -1.77568 0.92196 3.38685 -0.10 -1.01 0.50 0.044
C -2.41595 0.04992 2.30291 0.22 -0.15 -0.46 -0.757
C -3.91115 -0.05656 2.41717 -0.26 0.16 0.07 0.454
C -4.74370 0.45875 1.43480 0.31 -0.03 -0.02 -0.289
C -6.11607 0.38538 1.55939 -0.04 0.06 -0.25 -0.714
C -6.67754 -0.19972 2.67315 -0.28 0.05 0.03 -0.486
C -5.86337 -0.71217 3.65954 0.03 -0.16 0.25 -0.793
C -4.49151 -0.64326 3.52966 0.23 -0.03 -0.02 -0.253
N -0.28763 1.01471 3.25547 0.60 -1.27 0.07 0.496
C 0.55060 -0.05422 3.29386 -2.61 2.44 -0.09 -0.332
C 1.92000 0.05207 3.15421 2.02 -0.26 -0.15 0.948
C 2.82721 -0.98090 3.14753 -1.53 0.94 0.10 -0.723
C 4.23186 -0.77466 2.99785 1.40 0.15 -0.15 1.088
C 4.77445 0.51526 2.87171 -0.31 0.15 0.03 -0.402
C 6.12472 0.72262 2.72672 -0.43 -0.84 0.09 -0.593
N 6.62567 2.08352 2.60056 1.20 2.58 -0.26 0.985
O 7.85081 2.25955 2.47759 -2.25 -0.76 0.25 -0.580
O 5.80392 3.01891 2.62044 1.07 -1.79 0.01 -0.573
C 6.98410 -0.36220 2.70230 0.47 0.32 -0.06 -0.446
C 6.48374 -1.64526 2.82384 0.14 -0.07 -0.01 -0.763
C 5.13107 -1.85804 2.97026 -0.56 0.28 0.03 -0.479
C 0.10282 2.46313 3.09547 -0.26 0.90 -0.06 0.173
C 0.74175 2.70610 1.73084 -0.04 -0.17 -0.16 -1.543
C 0.96375 2.94277 4.26289 -0.02 -0.19 0.18 -1.556
H -2.45777 4.83368 3.10696 0.08 -0.25 0.02 0.376
H -0.87082 5.11922 3.83996 0.01 0.11 0.05 0.313
H -1.02150 4.96070 2.08018 0.01 0.10 -0.08 0.325
H -1.99483 0.51251 4.38130 -0.05 0.06 -0.16 0.399
H -2.15139 0.47653 1.33094 -0.02 0.01 -0.02 0.433
H -1.98298 -0.95509 2.32082 0.09 0.03 0.15 0.378
H -4.30538 0.92766 0.57135 0.07 0.15 -0.26 0.348
H -6.74854 0.78432 0.78359 -0.07 0.09 -0.12 0.392
H -7.74927 -0.24297 2.77833 -0.15 -0.04 0.01 0.397
H -6.29834 -1.16752 4.53330 -0.04 -0.09 0.16 0.459
H -3.85545 -1.04501 4.29853 0.10 -0.22 0.31 0.438
H 0.11726 -1.02681 3.43222 -0.52 -0.26 0.08 0.926
H 2.31694 1.03761 3.03254 0.04 0.14 -0.02 -1.129
H 2.46336 -1.98612 3.25770 -0.05 -0.45 0.04 0.452
H 4.15180 1.38752 2.88665 -0.11 0.26 0.00 0.652
H 8.03841 -0.17821 2.58888 0.21 -0.03 -0.02 0.515
H 7.16371 -2.48215 2.80254 0.05 -0.06 0.00 0.423
H 4.74905 -2.86085 3.06150 -0.08 -0.22 0.03 0.553
H 0.03800 2.44223 0.94349 -0.07 -0.01 -0.03 0.351
H 1.00481 3.75527 1.61000 0.00 0.02 0.11 0.471
H 1.64061 2.11417 1.57718 0.05 0.10 0.00 0.397
H 0.41100 2.84245 5.19521 -0.07 -0.02 0.04 0.379
H 1.88603 2.37751 4.36772 0.06 0.08 -0.03 0.371
H 1.22540 3.99255 4.14173 -0.03 -0.01 -0.13 0.474
C -8.27524 -6.77036 3.99811 -0.29 -0.04 -0.08 -0.410
C -7.35987 -7.79463 3.86044 -0.04 -0.16 -0.06 -0.703
C -6.02915 -7.57605 4.14187 0.35 0.24 0.12 -0.408
C -5.59063 -6.32342 4.56584 -0.23 0.28 0.04 0.542
C -4.18202 -6.06182 4.88080 0.01 -0.59 -0.23 0.010
C -3.13949 -6.95775 4.84036 -0.10 0.79 0.24 0.092
N -2.06414 -6.22409 5.24826 -0.14 -0.92 -0.30 0.758
C -0.67106 -6.67930 5.32438 -0.14 0.40 0.09 -1.349
C 0.01812 -6.52939 3.97562 0.09 0.31 -0.70 0.488
C 1.46580 -7.07274 3.93502 -0.15 0.18 0.18 -0.923
C 2.22373 -6.11388 3.00070 0.09 -0.09 -0.18 -0.660
C 1.46112 -4.78458 3.09568 -0.42 -0.01 0.19 -0.305
N 0.10360 -5.08921 3.60007 0.08 -0.35 -0.41 -0.395
N -2.43805 -4.96184 5.48141 1.45 0.12 0.48 -0.881
N -3.68960 -4.85327 5.27819 -0.95 -0.20 -0.27 -0.211
C -6.52723 -5.30305 4.69886 0.30 0.06 0.06 -0.455
C -7.85746 -5.52436 4.41814 -0.10 0.07 -0.01 -0.519
H -9.31505 -6.94447 3.77656 -0.17 -0.04 -0.03 0.389
H -7.68761 -8.76694 3.53229 -0.04 -0.17 -0.05 0.391
H -5.31698 -8.37599 4.03823 0.09 -0.25 -0.06 0.258
H -3.14417 -7.99612 4.55752 0.37 0.02 0.15 0.404
H -0.16293 -6.06948 6.07347 -0.07 0.07 -0.10 0.314
H -0.64817 -7.71244 5.67773 -0.19 0.02 -0.12 0.315
H -0.58064 -7.05275 3.21307 0.06 -0.03 0.23 0.234
H 1.89881 -7.06087 4.94145 -0.03 0.08 -0.07 0.361
H 1.50675 -8.11117 3.58523 -0.07 0.26 0.08 0.401
H 3.27810 -6.00309 3.28449 -0.24 -0.05 -0.04 0.300
H 2.21407 -6.48996 1.96966 -0.10 0.06 0.21 0.342
H 1.94206 -4.11707 3.81858 0.16 -0.01 0.04 0.036
H 1.42376 -4.25213 2.13744 -0.02 -0.12 0.07 0.413
H -0.63813 -4.83933 2.94011 0.53 -0.17 0.37 0.308
H -6.19156 -4.33652 5.03092 0.07 0.22 0.07 0.501
H -8.57164 -4.72508 4.52803 -0.11 0.14 0.02 0.395
```
Forces are in eV/Å.

The charge is +1. The spin multiplicity is 1. The gap between HOMO and LUMO comes out at 4.8 eV. The energy relative to the best compared isomer or geometry (same formula, charge and spin) comes out at 0.0 kJ/mol. The calculation puts the calculated total energy at -1966.369501 Eh.



ORCA calculation (ωB97M-V/def2-TZVPD) on C35H40NO5Pb as an isolated structure in a non-equilibrium geometry.

Structure (XYZ):
```
82
Properties=species:S:1:pos:R:3:forces:R:3:mulliken_charge:R:1
C 1.69562 4.27472 -2.20414 0.06 0.71 0.10 2.979
C 2.07773 3.83345 -0.75230 0.10 0.40 -0.60 -1.982
C 1.51020 2.99218 -3.01889 -0.22 -0.02 0.13 -2.500
C 2.36826 1.93073 -2.31649 -0.33 0.37 -0.14 0.277
H 1.76303 3.18302 -4.06704 -0.13 -0.25 0.31 0.370
H 0.45429 2.69313 -2.92982 0.28 0.05 -0.08 0.588
C 2.27999 2.31701 -0.81904 -0.21 -0.32 -0.14 0.391
H 1.26311 4.12438 -0.08044 0.25 -0.05 0.02 0.256
H 3.00742 4.32457 -0.43495 -0.26 -0.07 -0.04 0.520
C 1.07043 1.48263 -0.34393 -0.10 -1.22 0.50 -0.672
H 3.15897 1.99934 -0.24758 -0.08 0.18 -0.17 0.496
H 3.39290 1.94336 -2.72111 -0.30 -0.22 0.18 0.515
C 1.65365 0.57044 -2.36205 0.69 -0.19 -0.75 1.457
C 0.44804 5.12072 -2.30229 -0.97 0.28 1.24 -0.305
C 2.64010 5.22699 -2.95428 1.17 -0.87 -1.16 0.560
O 3.03278 4.96192 -4.07780 0.05 0.70 1.61 -0.622
O -0.31599 5.41290 -1.39896 0.67 -0.36 -1.17 -0.602
O 0.35517 5.59364 -3.56063 -0.68 -0.15 0.56 -0.222
O 3.00971 6.39254 -2.39059 0.15 0.28 0.06 -0.373
C 2.48343 7.01521 -1.19081 0.05 -0.40 -0.29 -0.480
H 2.44909 6.32120 -0.34095 -0.07 0.27 -0.30 0.264
H 1.48669 7.43919 -1.38079 0.31 -0.20 0.06 0.145
H 3.19739 7.81948 -0.99203 -0.23 -0.18 0.05 0.309
C -0.75773 6.45048 -3.78586 -0.24 0.25 -0.11 -0.772
H -1.70113 5.89672 -3.69556 0.25 0.17 -0.02 0.286
H -0.60988 6.81574 -4.79942 -0.18 0.06 0.05 0.266
H -0.74970 7.27956 -3.06712 -0.07 -0.20 -0.19 0.309
O 0.56418 0.73469 -1.47642 0.42 0.42 0.51 -0.393
H 0.24313 2.05950 0.07262 0.04 0.02 -0.12 0.380
H 1.38286 0.74089 0.43226 -0.23 0.63 -0.44 -0.197
C 2.62441 -0.53116 -1.95647 0.04 -0.34 0.36 -1.603
C 1.09157 0.20153 -3.72339 -0.23 0.04 0.00 -1.879
H 1.87979 0.22980 -4.47784 -0.04 0.04 -0.03 0.366
H 0.28579 0.88719 -3.99737 0.10 -0.18 -0.10 0.388
H 0.69199 -0.81628 -3.68404 -0.05 0.14 -0.03 0.369
H 2.08630 -1.48047 -1.90137 0.04 -0.01 0.08 0.256
H 3.08620 -0.34833 -0.97763 -0.02 -0.02 -0.22 0.365
H 3.40895 -0.63959 -2.72043 -0.15 0.11 0.28 0.371
Pb -1.31339 -1.60081 2.52691 0.46 0.82 -1.10 1.000
C 1.23576 -1.91039 4.14487 -0.10 0.40 -0.17 -0.590
C 1.99635 -1.19471 3.18356 -0.49 0.10 0.25 -0.739
C 1.59016 0.16888 3.22040 -0.51 -0.39 0.43 -0.114
H 2.80328 -1.59760 2.57653 -0.23 0.02 0.07 0.398
C 0.56598 0.30234 4.19545 0.42 -0.47 0.04 -0.856
C 0.35400 -0.98162 4.78736 0.18 0.24 -0.48 -0.735
H -0.28742 -1.19669 5.63769 0.08 0.02 -0.14 0.553
H 1.36122 -2.95648 4.41311 -0.07 0.19 -0.10 0.472
H 2.04321 0.98365 2.66043 -0.19 -0.18 0.03 0.580
H 0.08227 1.23074 4.49099 0.06 -0.24 -0.11 0.401
C -3.62098 -0.81899 0.31603 0.19 0.15 0.28 -0.707
C -4.05783 -0.72496 1.66913 0.44 -0.06 -0.04 -0.573
C -3.54104 0.49250 2.21395 0.20 0.17 -0.37 -0.887
H -4.74332 -1.40852 2.16780 0.13 0.15 -0.11 0.524
C -2.79743 1.14297 1.19129 -0.24 -0.39 0.34 -0.482
C -2.83788 0.32787 0.02881 -0.17 -0.21 0.36 -0.152
H -2.39564 0.57765 -0.93444 -0.04 -0.14 0.26 0.397
H -3.90155 -1.60191 -0.38945 0.21 0.18 0.25 0.421
H -3.74853 0.89147 3.20756 0.07 -0.14 -0.28 0.445
H -2.34467 2.13266 1.26121 -0.02 -0.36 0.05 0.411
C -1.26114 -5.06435 -2.52747 0.06 0.03 0.02 -0.587
C -0.49530 -3.96602 -2.10081 -0.44 -0.13 0.24 -0.208
C -0.57108 -3.52070 -0.78067 -0.12 -0.45 0.23 0.216
C -1.31472 -4.25884 0.18616 -0.08 -0.09 0.06 -0.367
C -2.06962 -5.37118 -0.26204 0.14 0.19 -0.33 -0.270
C -2.07480 -5.73852 -1.60904 0.36 0.29 0.22 -0.627
N -1.34317 -3.84488 1.51089 -0.45 0.20 0.78 -0.327
C -1.59340 -4.68604 2.59832 0.06 0.59 -0.96 0.602
C -2.25300 -4.14434 3.74465 0.35 -0.22 -0.38 -0.630
C -2.20063 -4.81655 4.95810 -0.11 -0.55 0.07 -0.674
C -1.72623 -6.13504 5.01333 0.08 0.25 0.16 -0.547
C -1.20323 -6.73595 3.85724 -0.25 0.53 -0.27 -0.494
C -1.11158 -6.01161 2.66473 -0.06 -0.40 0.62 -0.301
H -1.22810 -5.38807 -3.57070 0.00 0.13 0.32 0.336
H 0.15747 -3.45111 -2.81109 -0.29 -0.07 0.20 0.300
H -0.04248 -2.61598 -0.46117 -0.08 -0.38 -0.09 0.179
H -2.66551 -5.92763 0.46287 0.09 0.20 -0.23 0.418
H -2.71453 -6.55969 -1.93543 0.22 0.14 0.05 0.335
H -2.87208 -3.23616 3.66245 0.34 -0.38 0.03 0.423
H -2.56748 -4.31374 5.85641 -0.09 -0.32 -0.25 0.401
H -1.78249 -6.69271 5.95118 0.12 0.20 -0.29 0.350
H -0.85881 -7.77075 3.88977 -0.04 0.27 0.01 0.347
H -0.65941 -6.46118 1.77802 -0.09 0.20 0.31 0.476
```
Forces are in eV/Å.

The charge is -1. The spin multiplicity is 1. The gap between HOMO and LUMO comes out at 6.5 eV. The energy relative to the best compared isomer or geometry (same formula, charge and spin) comes out at 0.0 kJ/mol. The calculation puts the calculated total energy at -1981.478031 Eh.